Record 1
{"formula": "C18H54O9PtS9", "method": "wB97M-V/def2-TZVPD", "max_force_ev_per_a": 4.98, "gap_ev": [8.79, 7.69], "s2": 2.0040, "spin_multiplicity": 3, "homo_energy_ev": [-12.5, -11.8], "charge": 2, "elements": ["Pt", "C", "S", "O", "C", "H", "H", "H", "H", "H", "H", "C", "S", "O", "C", "H", "H", "H", "H", "H", "H", "C", "S", "O", "C", "H", "H", "H", "H", "H", "H", "C", "S", "O", "C", "H", "H", "H", "H", "H", "H", "C", "S", "O", "C", "H", "H", "H", "H", "H", "H", "C", "S", "O", "C", "H", "H", "H", "H", "H", "H", "C", "S", "O", "C", "H", "H", "H", "H", "H", "H", "C", "S", "O", "C", "H", "H", "H", "H", "H", "H", "C", "S", "O", "C", "H", "H", "H", "H", "H", "H"], "positions_angstrom": [[27.931, -21.224, -19.940], [24.128, -21.925, -22.866], [25.164, -20.413, -22.394], [26.328, -20.836, -21.528], [26.011, -20.056, -24.052], [23.386, -21.505, -23.546], [23.570, -22.238, -21.983], [24.747, -22.730, -23.261], [26.829, -20.771, -24.140], [26.408, -19.042, -24.018], [25.263, -20.123, -24.842], [29.402, -18.235, -16.268], [29.212, -18.213, -18.140], [28.580, -19.521, -18.497], [27.914, -16.972, -18.183], [29.800, -17.303, -15.867], [30.085, -19.012, -15.924], [28.479, -18.481, -15.744], [28.404, -16.039, -17.902], [27.121, -17.104, -17.446], [27.577, -16.971, -19.219], [23.099, -14.970, -21.570], [24.113, -16.578, -21.680], [24.528, -16.622, -23.086], [25.675, -15.997, -20.912], [22.968, -14.488, -20.602], [22.075, -15.128, -21.910], [23.524, -14.253, -22.273], [25.980, -15.018, -21.281], [26.548, -16.599, -21.165], [25.600, -15.865, -19.833], [27.108, -25.551, -19.789], [25.931, -24.159, -19.367], [26.636, -22.878, -19.850], [24.614, -24.591, -20.576], [28.058, -25.592, -19.257], [27.301, -25.543, -20.862], [26.639, -26.489, -19.492], [24.830, -24.090, -21.519], [23.591, -24.390, -20.260], [24.580, -25.631, -20.899], [28.112, -23.571, -15.665], [28.176, -21.960, -16.560], [28.119, -22.277, -18.022], [26.547, -21.408, -16.045], [29.024, -24.165, -15.731], [27.275, -24.176, -16.014], [27.988, -23.504, -14.585], [25.908, -22.242, -16.332], [26.211, -20.494, -16.534], [26.527, -21.315, -14.959], [24.705, -18.302, -17.910], [24.702, -19.756, -19.056], [26.112, -20.290, -19.007], [23.710, -20.974, -18.008], [24.834, -17.353, -18.430], [25.388, -18.319, -17.060], [23.675, -18.255, -17.558], [22.693, -20.652, -18.231], [23.906, -20.949, -16.936], [23.826, -22.003, -18.350], [30.415, -17.394, -21.513], [29.634, -18.932, -22.182], [28.845, -19.684, -21.070], [31.112, -19.943, -22.346], [30.883, -17.614, -20.554], [29.565, -16.722, -21.387], [31.200, -16.923, -22.104], [31.767, -19.880, -21.477], [31.570, -19.777, -23.321], [30.707, -20.944, -22.494], [31.388, -23.371, -18.215], [31.411, -21.981, -19.491], [30.011, -21.573, -19.816], [32.042, -20.582, -18.508], [30.830, -23.168, -17.302], [32.453, -23.478, -18.013], [30.921, -24.249, -18.664], [33.025, -20.843, -18.116], [31.246, -20.314, -17.814], [32.047, -19.780, -19.247], [27.402, -23.831, -23.656], [28.853, -22.930, -23.115], [28.506, -22.358, -21.727], [30.000, -24.353, -22.913], [26.726, -23.096, -24.094], [26.926, -24.347, -22.822], [27.741, -24.548, -24.403], [30.792, -24.016, -22.244], [30.272, -24.813, -23.863], [29.454, -25.159, -22.423]], "forces_ev_per_a": [[-1.3879, -0.3159, 1.6959], [0.5931, 1.3502, 0.3448], [0.9236, -0.4187, -1.0464], [-1.9749, 0.3646, -1.7414], [-0.9783, -0.2736, 0.9432], [0.1653, -0.2790, -0.3735], [0.2973, 0.0684, 0.1234], [-0.2088, 0.1932, -0.1565], [-0.1765, -0.0620, -0.0559], [-0.1531, -0.0459, 0.2353], [0.1718, -0.0827, -0.0747], [0.1881, -0.1069, -0.1173], [-0.2838, -0.4231, 1.8048], [0.6727, 1.2850, 1.5736], [0.5386, 0.2868, 0.2618], [-0.1060, 0.2148, -0.3414], [0.2652, -0.1228, -0.6303], [-0.4021, 0.2178, -0.4785], [0.0402, 0.2263, -0.3600], [0.0504, -0.4584, -0.2750], [-0.1687, 0.1582, 0.2273], [0.1048, -0.2141, -0.0199], [0.1612, 1.8577, 0.6874], [-0.1455, -0.6596, -1.2199], [0.0559, 1.0105, 0.6279], [0.5311, -0.3485, 0.2903], [0.1196, -0.6663, -0.1689], [0.4064, -0.2110, 0.0336], [-0.5640, 0.1950, -0.3593], [-0.5475, -0.7646, -0.0713], [-0.1257, -0.2496, 0.0976], [-0.6793, -0.1774, 0.0244], [1.9133, 0.5909, -0.5024], [-2.9506, -3.4468, -0.2108], [0.2093, -0.3079, -0.9500], [-0.1338, 0.9562, 0.1957], [-0.1152, 0.0700, 0.0547], [-0.4140, 0.0125, -0.2350], [0.0698, 0.4469, 0.3081], [0.3029, 0.4963, 0.4150], [0.4753, -0.3461, 0.6310], [-0.1948, -0.3203, 0.1282], [0.7012, 0.2382, 1.0976], [0.1250, -0.9012, 1.4503], [-0.3344, -0.6917, 0.0461], [0.1805, 0.3483, -0.6704], [-0.0307, 0.1213, -0.3465], [-0.1779, 0.8056, 0.0309], [-0.3472, 0.1468, -0.0114], [0.5307, -0.1519, -0.1014], [0.1388, 0.0701, 0.0048], [-1.2229, -0.0716, -0.2054], [1.0879, -0.8986, 1.4687], [-1.2567, 0.8727, 0.6567], [-0.2238, 1.0980, -0.5381], [0.2778, -0.3624, -0.4316], [0.0073, -0.6432, -0.1945], [-0.0757, -0.0201, 0.2992], [-0.2093, -0.1730, 0.3202], [0.1181, 0.3482, -0.1602], [0.3483, 0.2556, -0.3953], [-0.4421, -0.5740, 0.5881], [-0.1687, -1.0820, 1.1074], [1.7609, 3.8843, -2.5678], [-0.4745, -0.3634, -0.8063], [-0.2844, -0.1355, 0.1569], [0.2045, 0.1721, 0.0860], [-0.3260, -0.3390, -0.6322], [-0.0072, 0.0491, -0.3050], [0.4399, 0.6537, 0.2516], [-0.0515, -0.0995, 0.6047], [0.0415, 1.1591, -0.5154], [-0.4703, -0.8037, 0.9127], [2.4474, -0.6831, 0.1016], [-0.7064, -0.6506, -0.5746], [0.1142, 0.5130, -0.1051], [-0.0781, -0.4677, 0.1138], [0.3736, 0.0942, -0.3172], [-0.1467, 0.3547, 0.1791], [0.3170, -0.2707, 0.4268], [0.4718, 0.0325, 0.0496], [0.2251, -0.0812, -0.1949], [-0.0684, 0.5234, 1.1466], [1.3408, -2.4199, -3.6388], [-1.2110, -0.2372, 0.5651], [0.0323, -0.1881, -0.0184], [0.1466, 0.0977, 0.0722], [-0.2266, 0.0238, -0.1437], [0.2166, -0.0458, -0.4723], [0.4728, 0.6846, -0.1296], [-0.1254, 0.1088, 0.4243]], "lowdin_spin": [1.628, 0.001, 0.005, 0.014, 0.000, 0.000, 0.000, 0.000, 0.000, 0.000, 0.000, 0.001, 0.000, 0.004, 0.000, 0.000, 0.000, 0.000, 0.000, 0.000, 0.000, 0.000, 0.000, 0.000, 0.000, 0.000, 0.000, 0.000, 0.000, 0.000, 0.000, 0.000, 0.027, 0.042, 0.008, 0.000, 0.000, 0.000, 0.000, 0.000, 0.001, 0.010, 0.012, 0.050, -0.001, 0.000, 0.000, 0.002, 0.000, 0.000, 0.000, 0.004, 0.007, 0.036, 0.002, 0.000, 0.000, 0.001, 0.000, 0.000, 0.000, 0.003, 0.023, 0.036, 0.001, 0.000, 0.000, 0.001, 0.000, 0.000, 0.000, 0.000, 0.018, 0.040, 0.003, 0.000, 0.000, 0.000, 0.001, 0.000, 0.000, 0.000, 0.001, 0.012, 0.002, 0.000, 0.000, 0.000, 0.000, 0.000, 0.000]}

Record 2
{"formula": "C18H56O18S4", "method": "wB97M-V/def2-TZVPD", "max_force_ev_per_a": 2.51, "gap_ev": 9.51, "spin_multiplicity": 1, "homo_energy_ev": -9.2, "relative_energy_kcal_mol": 0.0, "smiles": "CCOS(C)(=O)=O.CCOS(C)(=O)=O.CCOS(C)(=O)=O.CCOS(C)(=O)=O.CO.CO.CO.CO.CO.CO", "elements": ["C", "C", "O", "S", "C", "O", "O", "H", "H", "H", "H", "H", "H", "H", "H", "C", "C", "O", "S", "C", "O", "O", "H", "H", "H", "H", "H", "H", "H", "H", "C", "C", "O", "S", "C", "O", "O", "H", "H", "H", "H", "H", "H", "H", "H", "C", "C", "O", "S", "C", "O", "O", "H", "H", "H", "H", "H", "H", "H", "H", "C", "O", "H", "H", "H", "H", "C", "O", "H", "H", "H", "H", "C", "O", "H", "H", "H", "H", "C", "O", "H", "H", "H", "H", "C", "O", "H", "H", "H", "H", "C", "O", "H", "H", "H", "H"], "positions_angstrom": [[2.851, 2.541, 3.998], [1.738, 1.550, 3.680], [0.489, 2.211, 3.936], [-0.819, 1.303, 3.714], [-1.218, 0.920, 5.456], [-1.867, 2.145, 3.185], [-0.489, 0.091, 3.020], [3.860, 2.339, 3.639], [2.942, 2.688, 5.078], [2.660, 3.549, 3.613], [1.792, 1.213, 2.650], [1.932, 0.720, 4.365], [-0.387, 0.374, 5.902], [-2.074, 0.256, 5.378], [-1.287, 1.876, 5.966], [-4.271, -0.427, 0.464], [-4.076, -0.344, 1.968], [-5.196, -0.836, 2.688], [-4.964, -1.450, 4.178], [-4.998, 0.111, 5.058], [-6.091, -2.281, 4.493], [-3.623, -1.968, 4.291], [-5.257, -0.049, 0.197], [-4.197, -1.473, 0.160], [-3.486, 0.130, -0.043], [-3.117, -0.763, 2.289], [-3.888, 0.704, 2.241], [-4.272, 0.773, 4.592], [-4.614, -0.097, 6.058], [-6.005, 0.512, 5.066], [-3.560, -2.608, -3.700], [-2.560, -3.012, -2.625], [-1.726, -4.037, -3.175], [-0.395, -4.479, -2.399], [-1.167, -5.370, -0.981], [0.311, -5.330, -3.315], [0.245, -3.268, -1.930], [-3.027, -1.946, -4.383], [-4.456, -2.127, -3.314], [-3.896, -3.485, -4.255], [-1.961, -2.152, -2.327], [-3.084, -3.427, -1.759], [-1.539, -4.677, -0.234], [-0.361, -5.986, -0.592], [-2.001, -5.950, -1.365], [6.619, 3.592, 0.555], [5.564, 4.262, -0.316], [4.394, 3.449, -0.288], [3.022, 4.046, -0.908], [3.310, 3.682, -2.671], [1.943, 3.225, -0.467], [3.083, 5.469, -0.697], [6.822, 2.600, 0.151], [6.295, 3.590, 1.592], [7.550, 4.157, 0.498], [5.402, 5.259, 0.100], [5.841, 4.395, -1.367], [4.371, 3.729, -2.901], [2.768, 4.440, -3.227], [2.949, 2.663, -2.784], [3.028, 0.224, 0.300], [2.394, -0.945, 0.835], [2.271, 0.963, 0.593], [4.007, 0.365, 0.746], [3.041, 0.180, -0.796], [1.506, -1.044, 0.442], [3.423, -2.071, -2.571], [4.400, -1.595, -3.470], [3.810, -2.061, -1.548], [2.504, -1.487, -2.555], [3.075, -3.092, -2.756], [5.092, -2.249, -3.579], [0.266, -3.409, 1.484], [0.541, -4.631, 2.159], [-0.790, -3.155, 1.344], [0.637, -2.596, 2.121], [0.846, -3.295, 0.573], [0.217, -4.533, 3.058], [-3.837, 1.319, -3.232], [-2.912, 1.527, -4.302], [-4.137, 2.275, -2.799], [-4.711, 0.788, -3.619], [-3.388, 0.709, -2.449], [-3.119, 2.361, -4.730], [0.389, 1.152, -5.090], [-0.277, 0.827, -3.905], [0.081, 2.137, -5.469], [1.467, 1.105, -4.929], [0.202, 0.459, -5.925], [-1.237, 1.000, -3.982], [-0.326, 0.647, -0.634], [-0.117, -0.715, -0.309], [-0.470, 1.163, 0.316], [0.487, 1.166, -1.141], [-1.203, 0.747, -1.280], [0.013, -1.259, -1.097]], "forces_ev_per_a": [[-0.0181, 1.4089, 0.3770], [1.9348, 0.1891, 0.0449], [-0.7904, -0.4951, -0.3285], [-0.5314, 0.0912, 0.8282], [0.9319, 0.0202, -1.3065], [0.7950, -0.3613, 0.5045], [0.0635, 0.3993, 0.1951], [-0.2457, -0.7803, -0.2048], [-0.0799, -0.1665, 0.0009], [-0.3576, -0.1955, -0.1897], [-0.1890, -0.1069, 0.0495], [-0.6829, -0.2793, -0.2130], [0.0634, -0.0917, -0.2478], [-0.3014, 0.2728, 0.3893], [-0.6497, -0.0645, 0.0421], [-0.2472, -0.7618, 0.5225], [1.6791, 1.5982, -0.1222], [-0.3727, -1.3580, 0.7657], [0.2223, 0.7944, -0.5004], [0.3364, -0.7231, 0.3453], [0.5985, 0.7478, -0.3597], [-0.5602, 0.1438, -0.1288], [0.0468, 0.0890, -0.1260], [-0.1051, 0.0356, -0.1725], [0.0103, 0.1120, 0.0897], [-0.3779, -0.7712, -0.1233], [-0.5909, 0.1084, -0.0168], [-0.1824, 0.0570, -0.2913], [-0.3460, -0.0210, 0.0889], [0.0077, 0.0367, -0.0030], [0.5264, -0.1954, -0.3118], [-0.7634, 0.1048, 0.3245], [0.5640, -0.3135, -0.3692], [-0.7535, 0.7535, 0.0820], [0.8326, 0.2373, -0.9991], [-0.6526, 0.1981, 0.9874], [-0.1858, -0.7218, 0.0435], [-0.3313, 0.0499, -0.1884], [0.1785, 0.1891, 0.2494], [0.0805, -0.0383, 0.0218], [0.0779, -0.1146, 0.1196], [0.1044, 0.0951, 0.0893], [0.3106, 0.2436, -0.0855], [-0.1630, -0.1087, 0.2455], [0.2208, -0.1940, -0.1823], [0.0006, 0.0534, -0.9490], [0.6154, 0.6391, 0.2773], [-1.3397, -0.3276, 0.3568], [1.7788, 0.3548, -1.0251], [-0.2588, 0.1251, 1.1347], [0.2199, 0.3310, 0.2525], [-0.5528, -0.5633, -0.0492], [-0.0153, -0.1571, 0.4247], [-0.0612, -0.2975, 0.0019], [-0.0452, 0.0844, -0.0262], [-0.5170, -0.0898, -0.1451], [0.3738, -0.1188, 0.1437], [0.0303, 0.1212, 0.1171], [-0.1651, -0.2207, -0.1572], [-0.1252, 0.0866, -0.3487], [-2.4538, -0.4670, 0.2471], [0.9853, -0.9803, 0.0757], [1.0493, 0.9739, -0.3392], [-0.0477, 0.0166, -0.0207], [0.4577, 0.1255, 0.0965], [0.2587, 0.4319, 0.1279], [-0.1527, -0.7772, 1.1002], [-0.3286, 0.4698, -0.4750], [-0.0507, 0.0260, 0.0644], [0.2811, 0.4802, -0.4706], [0.2442, -0.0473, -0.3335], [-0.0533, -0.1467, 0.1145], [0.5991, 1.4010, 1.2247], [-0.3328, -0.3055, -0.5899], [-0.0877, -0.5261, -0.2667], [-0.0441, 0.1140, -0.1565], [-0.1870, -0.6038, -0.1817], [0.0050, -0.0443, 0.0129], [-0.3570, 0.0933, -0.2756], [0.0066, -0.1556, 0.2478], [-0.0619, -0.1057, 0.0879], [-0.0439, 0.0959, 0.1615], [0.2334, 0.0316, -0.1511], [0.0173, 0.0175, -0.0489], [-0.1975, 0.0081, -0.8666], [-0.2205, -0.3340, 0.5783], [0.3208, 0.0915, 0.1515], [-0.0607, 0.2592, 0.2038], [-0.1844, -0.1535, 0.2480], [0.5594, 0.0805, -0.3071], [-0.2928, 0.3875, -0.0085], [0.2372, -0.4120, -0.0784], [-0.2497, -0.0148, -0.0442], [0.2733, -0.4141, -0.0815], [-0.1054, 0.1428, 0.1566], [-0.0619, 0.1068, -0.1479]], "lowdin_charge": [-0.064, -0.254, -0.246, 0.594, -0.085, -0.289, -0.276, 0.076, 0.075, 0.081, 0.094, 0.125, 0.070, 0.041, 0.072, -0.047, -0.293, -0.248, 0.618, -0.112, -0.266, -0.292, 0.083, 0.075, 0.064, 0.105, 0.105, 0.051, 0.073, 0.075, -0.053, -0.267, -0.266, 0.631, -0.082, -0.260, -0.303, 0.082, 0.074, 0.083, 0.106, 0.114, 0.050, 0.073, 0.071, -0.058, -0.285, -0.272, 0.612, -0.083, -0.273, -0.286, 0.081, 0.078, 0.080, 0.115, 0.114, 0.057, 0.070, 0.062, -0.143, -0.161, 0.046, 0.085, 0.069, 0.020, -0.176, -0.113, 0.075, 0.067, 0.075, 0.072, -0.173, -0.112, 0.076, 0.076, 0.064, 0.074, -0.117, -0.130, 0.089, 0.082, 0.057, 0.095, -0.179, -0.143, 0.076, 0.073, 0.076, 0.029, -0.123, -0.133, 0.082, 0.062, 0.061, 0.054]}